#1
C16H17ClN2O3S | ωB97M-V/def2-TZVPD

- Orbital gap: 9.56 eV
- SMILES string: O=S(=O)(c1ccccc1Cl)N1CCC(O)(c2cccnc2)CC1
- Highest occupied orbital energy: -0.34144 Eh

Last column: Mulliken charge in e.
Atoms and positions in Å:
Cl -2.10750 1.09311 2.35540  -0.1463
S 0.82397 -0.23349 1.57442  1.6080
O 1.99750 -0.90869 2.03197  -0.7764
O 0.00261 -2.19167 -1.04702  -0.6504
O -0.38585 -1.00824 1.48084  -0.7761
N -1.38468 -3.15264 -4.66958  -0.6450
N 1.20834 0.52392 0.13646  0.1468
C 1.70183 2.87880 3.94148  -0.7431
C -0.64298 1.76042 2.95692  0.7440
C 0.47233 3.42880 4.27435  -0.3450
C -1.47413 -2.27093 -5.64882  -0.2801
C 0.04107 -1.05235 -1.87758  1.6182
C 1.50964 -0.59775 -2.06215  -0.8678
C -0.50557 -1.44630 -3.24118  -0.5939
C -0.91259 -2.75106 -3.50375  -0.1333
C 0.58441 1.20684 2.62716  -0.1685
C 2.14275 -0.17764 -0.73327  -0.8642
C -1.09551 -0.94479 -5.50740  -0.6584
C -0.79006 0.11207 -1.28437  -0.7935
C 1.75076 1.76804 3.11961  -0.6420
C -0.60395 -0.52915 -4.28197  -0.3872
C -0.69730 2.87565 3.78711  -0.6463
C 0.09397 1.13297 -0.55541  -0.9519
H -0.14363 -1.92879 -0.12482  0.4885
H 1.53961 0.23062 -2.77051  0.4107
H -1.51177 -0.31665 -0.58717  0.2769
H -1.18209 -0.25404 -6.33231  0.3760
H 2.99779 0.48325 -0.92032  0.3618
H -0.49218 1.68385 0.18161  0.4102
H 2.49896 -1.04749 -0.18052  0.3956
H 0.51181 1.85658 -1.26188  0.3929
H -0.85206 -3.50011 -2.72829  0.5009
H 2.61330 3.31042 4.32387  0.3937
H 0.42232 4.29292 4.91903  0.3813
H -1.86660 -2.64607 -6.58494  0.3717
H -1.65760 3.29554 4.04002  0.4396
H -0.30287 0.50092 -4.14599  0.3581
H 2.07692 -1.42887 -2.48163  0.3805
H -1.35130 0.62364 -2.06721  0.5669
H 2.68248 1.29713 2.85098  0.4471



#2
C16H17ClN2O3S | ωB97M-V/def2-TZVPD

- Orbital gap: 9.53 eV
- Highest occupied orbital energy: -0.34660 Eh

Last column: Mulliken charge in e.
Atoms and positions in Å:
Cl -6.44218 1.51225 0.24666  -0.2081
S -0.71224 -1.34075 0.21806  1.5302
O 2.52948 -1.25429 0.80317  -0.6432
O -0.22535 -1.10322 1.60442  -0.7328
O -0.85712 -2.59530 -0.23612  -0.7258
N 5.64269 2.05098 -0.60458  -0.5942
N -0.01421 -0.53157 -1.01354  0.2193
C 1.48127 0.84064 0.31956  -2.3131
C -4.47650 -0.13998 -1.05829  -0.4460
C 6.09058 0.38569 0.84690  -0.1561
C 6.52180 1.20754 0.05166  -0.4458
C 4.39177 1.44676 -0.82446  -0.7855
C 4.01808 0.31719 0.03674  -0.7891
C -3.25218 -0.69778 -0.96715  -0.7103
C 0.89897 -1.23506 -1.82146  -1.2597
C 0.32138 0.67663 -0.78634  -0.6312
C 4.85431 -0.03214 0.90316  0.0847
C 2.51028 -0.15592 -0.16353  2.0889
C -4.17145 0.80803 1.08367  -0.5572
C 2.32126 -0.61307 -1.40690  -0.6380
C -2.42236 -0.55187 0.24724  -0.1960
C -2.89437 0.31978 1.21506  0.0866
C -4.87386 0.75853 0.07738  0.5723
H 2.45711 0.22819 -2.02662  0.3949
H -4.52736 1.44459 2.06611  0.1576
H 3.66140 1.94612 -1.24886  0.6147
H 7.52063 1.67425 0.22666  0.3290
H 0.88742 -2.15429 -1.34419  0.5137
H -5.04036 -0.08654 -2.09166  0.2432
H -2.79554 -1.01175 -1.75582  0.5804
H 3.08466 -1.26294 -1.98744  0.3385
H 6.90210 -0.20525 1.67515  0.1225
H 1.54715 -1.52597 1.14279  0.4732
H 4.72707 -0.98079 1.40774  0.3251
H -2.39980 0.39530 2.24052  0.2781
H 0.50351 1.55902 -1.59967  0.1833
H 1.90117 1.78672 0.33409  0.7770
H -0.64518 1.26408 -0.02041  0.1501
H 0.56488 -1.10098 -2.63945  0.7904
H 1.22108 0.82129 1.18880  0.9785



Tell me which of them is the most stable. Sure, it is #1.



#1
C10H16N2O2 | ωB97M-V/def2-TZVPD

- Orbital gap: 10.11 eV
- SMILES string: O=C(O)CCCCCCn1ccnc1
- Highest occupied orbital energy: -0.35006 Eh

Last column: Mulliken charge in e.
Atoms and positions in Å:
O -3.17200 -1.50747 -0.69479  -0.5157
O -4.65823 0.21733 -0.31590  -0.5464
N -0.21505 -2.04946 -0.44983  -0.4257
N 1.77694 -1.08860 -0.32052  0.2672
C -0.24412 1.18280 0.56765  -0.4782
C 1.58512 -1.68401 0.88337  -0.2504
C 2.75644 -0.03327 -0.62669  -0.8773
C 0.66704 -1.34588 -1.10527  -0.5548
C -3.61707 -0.34049 -0.07427  0.3942
C -1.61766 0.98779 -0.12976  -0.5611
C 0.44039 -2.31901 0.75956  -0.6623
C 2.32513 1.27895 0.00589  -0.5883
C -2.56301 0.36592 0.78725  -0.4448
C 0.85166 1.64663 -0.42014  -0.8869
H -0.26851 1.83132 1.38795  0.7492
H 2.63789 1.31232 1.09604  0.3349
H 0.05958 0.22614 1.10453  0.0500
H 0.52990 -0.93089 -2.03172  0.6581
H -2.04132 -0.53747 1.32964  0.2364
H 2.31021 -1.60850 1.60896  0.5330
H 0.05341 -2.96008 1.56580  0.3469
H 0.73001 2.70165 -0.64189  0.5689
H -2.18298 -1.52478 -0.52163  0.4315
H 0.60812 1.07612 -1.34873  0.2555
H -1.43239 0.32795 -0.99654  0.2677
H -3.04596 1.06178 1.56864  0.3623
H 3.06842 1.99661 -0.39706  0.3540
H 3.72910 -0.17490 -0.13922  0.3034
H -2.01568 1.94106 -0.74042  0.3163
H 2.94465 -0.04956 -1.71091  0.3623



#2
C10H16N2O2 | ωB97M-V/def2-TZVPD

- Orbital gap: 8.89 eV
- Highest occupied orbital energy: -0.30598 Eh

Last column: Mulliken charge in e.
Atoms and positions in Å:
O 2.53504 -2.68487 -1.82634  -0.5693
O 1.21242 -3.43642 -0.22709  -0.5478
N 1.37568 -0.14219 -0.39769  0.3795
N -0.59932 -1.27676 -0.04023  0.3718
C -1.65052 -2.24509 -0.10178  -0.6108
C -0.48385 -0.29479 0.93851  1.0153
C 2.22574 1.74302 -1.70557  -1.0340
C 0.67458 0.46532 0.67930  0.2932
C 2.62178 0.47243 -0.89043  -0.6733
C 1.66944 -2.71348 -1.03484  0.6296
C 1.21721 1.53107 1.51654  -1.5912
C -2.63809 -1.76159 -1.15936  -0.9308
C 0.75537 -1.17406 -0.89894  -0.3558
C -1.55768 0.00849 1.92456  -1.6227
H 1.79145 2.43084 -1.12041  0.4204
H 1.50752 2.43595 0.93145  0.2859
H -1.27922 -3.28685 -0.49127  0.2545
H 1.59636 1.29148 -2.51971  0.3014
H -1.62739 -0.87347 2.61197  0.3409
H -2.18776 -1.41126 -2.07520  0.2975
H 2.15172 1.34502 1.95878  0.3874
H -3.19934 -0.87879 -0.77814  0.2170
H 3.03069 -0.23532 -1.64195  0.3968
H -2.54993 0.01403 1.28177  0.2381
H -2.01793 -2.25508 0.85388  0.4355
H 3.26045 2.15070 -2.01687  0.3002
H 3.24573 0.78597 -0.01019  0.3235
H -1.33187 0.88981 2.52551  0.4555
H 0.49268 1.50389 2.33715  0.2246
H -3.40669 -2.46753 -1.58693  0.3672



Tell me which of them is the most stable. Sure, it is #1.



#1
C9H17B | ωB97M-V/def2-TZVPD

- Orbital gap: 9.04 eV
- Highest occupied orbital energy: -0.33255 Eh

Last column: Mulliken charge in e.
Atoms and positions in Å:
C 1.71175 -1.34343 0.23403  0.6348
C 2.67004 -1.41382 -0.91189  -1.3465
C -3.49323 0.14966 -0.47313  -1.4382
C -2.04497 -0.26268 -0.08894  -0.1492
C -0.06164 0.35009 1.68772  -0.6047
C -1.35700 0.79056 0.89879  -0.7993
C 0.97957 -2.43574 0.48366  -0.9646
C 2.13150 1.68389 -0.07540  -0.4784
C 1.58211 2.17540 -1.20338  -0.6121
B 1.18461 0.01476 0.77463  0.1733
H 3.39438 -0.54855 -0.82993  0.2880
H 1.82979 3.16386 -1.54081  0.2690
H 1.19732 -3.30150 -0.06302  0.3201
H 2.94469 2.29490 0.38954  0.2571
H -4.05765 -0.51904 -1.20435  0.3264
H -0.27430 -0.44749 2.48302  0.3653
H 0.75899 1.89077 -1.82730  0.2749
H -2.15443 0.94402 1.51891  0.5164
H -2.18663 -1.18381 0.51632  0.1737
H 2.13540 -1.26585 -1.88960  0.2572
H 0.10337 -2.41519 0.94827  0.3473
H -3.55534 1.07784 -0.99973  0.3865
H -4.15855 0.38355 0.37900  0.3473
H 3.32083 -2.25113 -0.88315  0.4938
H -1.57022 -0.50432 -0.97498  0.3907
H -1.13638 1.71563 0.34293  0.3094
H 0.10601 1.25762 2.30879  0.2618



#2
C9H17B | ωB97M-V/def2-TZVPD

- Orbital gap: 9.91 eV
- SMILES string: C[C@@H]1BCC=C1.C=C(C)C
- Highest occupied orbital energy: -0.33411 Eh

Last column: Mulliken charge in e.
Atoms and positions in Å:
C 0.57605 -0.22224 -2.67943  -0.3097
C -0.39796 0.37762 1.85673  -1.1615
C 0.75709 1.32720 1.93809  1.0258
C -0.84596 -1.98331 -1.96518  0.1982
C -0.56714 -0.84454 -2.91399  -0.6046
C 1.35734 -0.80997 -1.53618  -0.5190
C -2.19621 -1.78907 -1.25528  -1.2555
C 0.40218 2.78716 1.98474  -1.2836
C 2.01432 0.91416 1.96775  -1.1268
B 0.43781 -1.98267 -1.03087  0.0729
H -1.06277 0.66393 1.03912  0.2625
H -2.38917 -2.59892 -0.55322  0.3243
H 1.56691 -0.05682 -0.76933  0.1410
H -0.67468 2.93137 1.98151  0.3467
H -0.92044 -2.91925 -2.53752  0.2339
H 2.26950 -0.13077 1.93413  0.3321
H 0.94955 0.62136 -3.23926  0.4270
H -0.06311 -0.64503 1.69196  0.2771
H -3.00926 -1.75418 -1.98014  0.4034
H 0.81213 3.25254 2.88065  0.3334
H 2.83435 1.61036 2.03214  0.2947
H 0.64982 -2.70552 -0.13771  -0.0959
H -0.97378 0.41595 2.78269  0.4115
H 2.34057 -1.14728 -1.87837  0.3151
H 0.81713 3.30508 1.12045  0.3056
H -2.19364 -0.84936 -0.70351  0.2528
H -1.27177 -0.58604 -3.68849  0.3988



Tell me which of them is the most stable. Sure, it is #2.



#1
C4H8N2 | ωB97M-V/def2-TZVPD

- Total charge: +2
- Orbital gap (alpha / beta): 5.88 / 5.87 eV
- Highest occupied orbital energy (alpha / beta): -0.70453 / -0.70440 Eh

Last column: Mulliken charge in e.
Atoms and positions in Å:
N -0.53315 -0.41366 -0.65298  0.0666
N 0.24370 -1.11357 1.97282  -0.4311
C 1.17628 1.24299 0.10762  -0.7373
C 0.18190 0.25963 0.16550  0.5832
C -1.10327 -0.50110 -1.97285  -0.3798
C -1.43506 -1.31787 -0.89261  0.2433
H -1.78936 -2.24018 -0.38722  0.3760
H -1.62695 0.37463 -2.27156  0.3462
H -0.57233 -1.04934 -2.69706  0.3004
H -0.50765 -1.79732 1.88507  0.2514
H 1.08286 2.26934 0.60153  0.3905
H 2.21183 0.90693 0.53554  0.3667
H 0.40436 -0.44920 2.74009  0.3250
H 1.03171 1.45514 -1.10474  0.2989



#2
C4H8N2 | ωB97M-V/def2-TZVPD

- Total charge: +2
- Orbital gap (alpha / beta): 7.03 / 8.36 eV
- Highest occupied orbital energy (alpha / beta): -0.74669 / -0.77401 Eh

Last column: Mulliken charge in e.
Atoms and positions in Å:
N 1.30356 1.05808 -0.05403  0.0385
N -0.83398 0.15839 0.09233  -0.1177
C 1.26196 -1.37820 0.01579  -0.4409
C -0.11804 1.17947 -0.17597  0.0688
C -2.16937 -0.13489 0.04597  -0.6929
C 1.86475 -0.11561 0.00409  0.1818
H -0.45872 2.27746 -0.30034  0.3903
H 1.87824 1.93773 0.02123  0.3710
H 0.70920 -1.84505 -0.68550  0.4073
H -2.73337 -0.46651 0.99742  0.3344
H -2.87504 0.55330 -0.40786  0.3661
H 2.93789 -0.10163 0.33692  0.4030
H 1.48233 -2.15427 0.78949  0.3473
H -2.24940 -0.96827 -0.67953  0.3430



Tell me which of them is the most stable. Sure, it is #2.